Entry 1:
This record from the OMol25 dataset describes a cluster of 2 separate species, CH3ClNO2S in total in a non-equilibrium geometry. The level of theory is ωB97M-V with the def2-TZVPD basis set.

Geometry as XYZ:
```
9
Properties=species:S:1:pos:R:3:forces:R:3:lowdin_charge:R:1
C -0.433 1.178 0.272 1.46 0.80 1.61 -0.1731
N -0.279 0.499 -0.775 0.04 -0.36 0.72 -0.2642
O 1.505 -0.879 0.628 -0.48 0.04 0.70 -0.5652
O -1.549 -1.809 0.016 0.90 -1.73 -3.97 -0.4474
S 0.747 -0.889 -0.602 -0.87 -0.52 -0.63 0.6458
Cl 2.402 0.087 -1.907 -0.09 0.18 -0.25 -0.1280
H -1.167 1.948 0.347 -0.75 0.59 -0.65 0.0447
H 0.197 1.224 1.241 -0.59 -1.13 -1.48 0.0969
H -1.423 -1.359 0.779 0.38 2.14 3.95 -0.2094
```
Positions in Å, forces in eV/Å.

Its total energy is -30027.20348 eV. The calculation puts the energy above the lowest of the compared OMol25 structures with the same formula, charge and spin at 254.8 kJ/mol. The value obtained for the HOMO energy (spin up / spin down) is -4.180 / -4.175 eV. The multiplicity is 1. As for the HOMO-LUMO gap (spin up / spin down): 7.70 / 7.70 eV. For the molar mass, the calculation gives 128.56 g/mol. The net charge is -1.

=====

Entry 2:
This record from the OMol25 dataset describes a cluster of 2 separate species, CH3ClO2S in total in a non-equilibrium geometry. The level of theory is ωB97M-V with the def2-TZVPD basis set.

Geometry as XYZ:
```
8
Properties=species:S:1:pos:R:3:forces:R:3:lowdin_charge:R:1
O -0.014 0.064 -1.382 0.32 1.67 -1.31 -0.0405
C 0.201 -1.095 -1.256 -0.57 -0.26 1.02 -0.3862
O -0.104 -1.660 -0.059 0.30 -0.08 0.13 0.0052
H 0.608 -1.692 -2.115 -0.34 -0.32 1.29 0.1557
H -0.391 -0.912 0.570 0.48 -1.29 -1.48 0.0398
S -0.886 1.524 0.827 -1.39 0.67 1.53 0.2837
Cl 0.736 0.994 1.997 -0.69 0.30 -0.12 0.0523
H -1.879 1.962 1.812 1.88 -0.69 -1.07 -0.1100
```
Positions in Å, forces in eV/Å.

Its total energy is -28537.51105 eV. The calculation puts the energy above the lowest of the compared OMol25 structures with the same formula, charge and spin at 112.6 kJ/mol. The value obtained for the HOMO energy is -9.696 eV. The multiplicity is 1. As for the HOMO-LUMO gap: 9.26 eV. For the molar mass, the calculation gives 114.55 g/mol. The net charge is 0. Its SMILES is O=CO.SCl.

=====

Entry 3:
This record from the OMol25 dataset describes the molecule CH3ClO3S in a non-equilibrium geometry. The level of theory is ωB97M-V with the def2-TZVPD basis set.

Geometry as XYZ:
```
9
Properties=species:S:1:pos:R:3:forces:R:3:lowdin_charge:R:1
C 0.335 -0.126 -1.250 -0.39 -1.57 -0.79 -0.1559
O 0.481 0.673 -0.154 -1.15 1.37 4.59 -0.3163
S -0.173 0.166 1.281 4.42 2.09 3.31 0.4093
O -0.003 -1.266 1.399 -0.19 1.70 -0.16 -0.3337
O 0.381 1.108 2.416 -2.65 -3.80 -5.28 -0.3543
Cl -2.073 0.470 0.931 -0.97 0.42 0.02 0.4948
H 0.074 -1.142 -1.032 -0.21 -0.61 0.39 0.0879
H 1.305 -0.120 -1.599 2.02 -0.39 -1.55 0.0804
H -0.327 0.238 -1.991 -0.88 0.78 -0.52 0.0878
```
Positions in Å, forces in eV/Å.

Its total energy is -30583.83619 eV. The calculation puts the energy above the lowest of the compared OMol25 structures with the same formula, charge and spin at 79.0 kJ/mol. The value obtained for the HOMO energy is -11.603 eV. The multiplicity is 1. As for the HOMO-LUMO gap: 11.54 eV. For the molar mass, the calculation gives 130.55 g/mol. The net charge is 0. Its SMILES is COS(=O)(=O)Cl.

=====

Entry 4:
This record from the OMol25 dataset describes a cluster of 2 separate species, CH3F2PS in total in a non-equilibrium geometry. The level of theory is ωB97M-V with the def2-TZVPD basis set.

Geometry as XYZ:
```
8
Properties=species:S:1:pos:R:3:forces:R:3:lowdin_charge:R:1
C 1.585 -0.239 0.274 1.42 0.98 -3.12 -0.9162
F 1.937 -0.863 -1.545 -0.55 0.81 2.86 -0.4246
F 2.645 -0.637 0.976 -0.99 0.61 -0.59 -0.0178
P 0.256 -1.462 0.311 -2.42 -0.25 0.75 0.8167
S 1.664 1.553 0.014 2.89 -1.64 2.71 0.8408
H -0.636 -0.834 1.422 1.33 -0.59 -1.51 -0.0460
H -0.634 -1.087 -0.791 0.95 0.23 0.87 -0.0670
H 0.720 1.748 -0.775 -2.63 -0.15 -1.98 -0.1859
```
Positions in Å, forces in eV/Å.

Its total energy is -26641.52432 eV. The calculation puts the energy above the lowest of the compared OMol25 structures with the same formula, charge and spin at 457.5 kJ/mol. The value obtained for the HOMO energy is -10.138 eV. The multiplicity is 1. As for the HOMO-LUMO gap: 9.63 eV. For the molar mass, the calculation gives 116.07 g/mol. The net charge is 0.

=====

Entry 5:
This record from the OMol25 dataset describes the molecule CH3F3N2O in a non-equilibrium geometry. The level of theory is ωB97M-V with the def2-TZVPD basis set.

Geometry as XYZ:
```
10
Properties=species:S:1:pos:R:3:forces:R:3:lowdin_charge:R:1
C 0.908 1.039 1.107 -1.03 -3.29 -0.29 0.0029
O 0.342 0.576 -0.132 0.33 -0.19 -3.23 -0.1332
N -0.402 -0.521 -0.068 -1.40 -1.44 1.75 -0.0753
F 0.453 -1.741 -0.131 -0.48 1.31 -0.91 -0.0674
N -1.429 -0.486 -1.150 1.23 0.80 0.31 -0.0313
F -0.828 -0.499 -2.374 0.82 0.40 -0.56 0.0137
F -2.058 -1.684 -1.213 0.28 -0.30 1.18 0.0315
H 0.845 2.060 1.037 -0.46 2.40 0.30 0.0636
H 1.949 0.750 1.162 0.10 -0.41 0.19 0.0932
H 0.220 0.506 1.763 0.62 0.70 1.26 0.1023
```
Positions in Å, forces in eV/Å.

Its total energy is -14257.22583 eV. The calculation puts the energy above the lowest of the compared OMol25 structures with the same formula, charge and spin at 557.1 kJ/mol. The value obtained for the HOMO energy is -10.802 eV. The multiplicity is 1. As for the HOMO-LUMO gap: 11.70 eV. For the molar mass, the calculation gives 116.04 g/mol. The net charge is 0. Its SMILES is CON(F)N(F)F.

=====

Entry 6:
This record from the OMol25 dataset describes a cluster of 2 separate species, CH3F3Si in total in a non-equilibrium geometry. The level of theory is ωB97M-V with the def2-TZVPD basis set.

Geometry as XYZ:
```
8
Properties=species:S:1:pos:R:3:forces:R:3:lowdin_charge:R:1
C -1.498 0.070 0.064 0.73 -0.22 0.18 -0.4594
F -1.786 -1.132 -0.508 0.01 0.92 0.61 0.0355
F -1.993 1.040 -0.723 0.33 -0.42 0.20 0.0609
F -2.141 0.177 1.263 0.65 -0.38 -1.00 0.0458
Si 1.703 0.005 0.022 -2.23 -2.16 1.98 0.7569
H 2.077 1.165 0.799 0.36 0.09 0.38 -0.1540
H 1.958 -1.507 0.424 -0.05 1.85 -0.18 -0.0925
H 1.680 0.182 -1.341 0.22 0.34 -2.16 -0.1934
```
Positions in Å, forces in eV/Å.

Its total energy is -17111.67690 eV. The calculation puts the energy above the lowest of the compared OMol25 structures with the same formula, charge and spin at 971.6 kJ/mol. The value obtained for the HOMO energy (spin up / spin down) is -9.513 / -8.286 eV. The multiplicity is 1. As for the HOMO-LUMO gap (spin up / spin down): 8.36 / 7.11 eV. For the molar mass, the calculation gives 100.11 g/mol. The net charge is 0.

=====

Entry 7:
This record from the OMol25 dataset describes a structure of composition CH3FLiO2 in a non-equilibrium geometry. The level of theory is ωB97M-V with the def2-TZVPD basis set.

Geometry as XYZ:
```
8
Properties=species:S:1:pos:R:3:forces:R:3:lowdin_charge:R:1
O 0.058 -1.268 -0.510 -0.08 0.73 -0.20 -0.4259
C 1.231 -1.900 -0.927 0.19 -0.29 0.43 -0.2048
Li -0.155 0.711 -0.401 0.08 0.34 1.23 0.6698
H 1.158 -2.957 -0.627 0.38 -0.03 -0.11 0.0660
H 1.354 -1.843 -2.024 -0.21 0.03 0.23 0.0665
H 2.116 -1.450 -0.441 -0.34 -0.09 -0.16 0.0732
O 0.281 -0.627 0.827 0.06 -0.61 -0.71 -0.4237
F -0.294 2.320 0.267 -0.08 -0.08 -0.71 -0.8212
```
Positions in Å, forces in eV/Å.

Its total energy is -8102.95770 eV. The calculation puts the energy above the lowest of the compared OMol25 structures with the same formula, charge and spin at 0.0 kJ/mol. The value obtained for the HOMO energy is -3.622 eV. The multiplicity is 1. As for the HOMO-LUMO gap: 7.10 eV. For the molar mass, the calculation gives 72.97 g/mol. The net charge is -1.

=====

Entry 8:
This record from the OMol25 dataset describes a structure of composition CH3FNO2S in a non-equilibrium geometry. The level of theory is ωB97M-V with the def2-TZVPD basis set.

Geometry as XYZ:
```
9
Properties=species:S:1:pos:R:3:forces:R:3:lowdin_charge:R:1
C 0.746 -1.257 -0.495 -2.40 0.36 -0.53 -0.3285
N -1.273 0.091 0.513 2.12 -1.24 -0.44 -0.1597
O 0.276 2.419 -0.512 0.16 -2.30 0.70 -0.6803
O 1.051 0.165 1.565 0.53 0.44 0.34 -0.4836
F 0.158 -1.301 -1.771 0.43 -0.23 0.26 -0.1605
S 0.428 0.269 0.249 -1.88 1.75 1.07 0.7659
H 1.775 -1.222 -0.531 2.73 -0.53 -0.72 -0.0044
H -1.612 0.469 1.385 0.00 0.80 -0.57 0.0429
H -1.548 0.366 -0.403 -1.68 0.96 -0.11 0.0083
```
Positions in Å, forces in eV/Å.

Its total energy is -20217.98406 eV. The calculation puts the energy above the lowest of the compared OMol25 structures with the same formula, charge and spin at 655.1 kJ/mol. The value obtained for the HOMO energy (spin up / spin down) is -3.959 / -3.630 eV. The multiplicity is 1. As for the HOMO-LUMO gap (spin up / spin down): 7.25 / 7.74 eV. For the molar mass, the calculation gives 112.11 g/mol. The net charge is -1.

=====

Entry 9:
This record from the OMol25 dataset describes the ion CH3FNO2S with charge -1 in a non-equilibrium geometry. The level of theory is ωB97M-V with the def2-TZVPD basis set.

Geometry as XYZ:
```
9
Properties=species:S:1:pos:R:3:forces:R:3:lowdin_charge:R:1
N -0.750 -0.114 1.186 2.59 -1.84 -1.53 -0.0807
S -0.313 0.263 -0.439 1.86 1.50 0.28 0.5057
O -1.423 -0.179 -1.220 -1.54 -1.74 -1.02 -0.4020
O -0.235 1.718 -0.518 0.37 0.35 0.14 -0.4351
C 1.373 -0.335 -0.590 -0.75 0.37 1.78 -0.3345
F 1.442 -1.488 0.263 0.14 -0.42 -0.31 -0.2591
H -0.139 0.470 1.697 0.95 0.58 0.99 0.0240
H -1.602 0.317 1.204 -3.12 1.28 0.23 -0.0097
H 1.646 -0.651 -1.585 -0.50 -0.09 -0.56 -0.0086
```
Positions in Å, forces in eV/Å.

Its total energy is -20222.10196 eV. The calculation puts the energy above the lowest of the compared OMol25 structures with the same formula, charge and spin at 257.8 kJ/mol. The value obtained for the HOMO energy is -2.742 eV. The multiplicity is 1. As for the HOMO-LUMO gap: 6.70 eV. For the molar mass, the calculation gives 112.11 g/mol. The net charge is -1. Its SMILES is N[S@@](=O)([O-])=CF.

=====

Entry 10:
This record from the OMol25 dataset describes the molecule CH3FO2 in a non-equilibrium geometry. The level of theory is ωB97M-V with the def2-TZVPD basis set.

Geometry as XYZ:
```
7
Properties=species:S:1:pos:R:3:forces:R:3:lowdin_charge:R:1
C 0.526 -0.214 -0.378 -0.89 -3.29 -2.35 -0.3472
O -1.502 0.418 0.542 -9.57 -0.18 9.48 0.0239
O -0.577 0.591 -0.534 8.04 0.89 -10.09 -0.0728
F 1.399 0.141 0.536 1.26 1.23 1.70 0.0487
H 0.150 -1.285 -0.101 0.31 1.68 -0.29 0.1596
H 0.984 -0.325 -1.363 0.49 0.24 0.07 0.1206
H -0.980 0.674 1.299 0.35 -0.57 1.48 0.0672
```
Positions in Å, forces in eV/Å.

Its total energy is -7889.69344 eV. The calculation puts the energy above the lowest of the compared OMol25 structures with the same formula, charge and spin at 281.0 kJ/mol. The value obtained for the HOMO energy (spin up / spin down) is -5.868 / -11.411 eV. The multiplicity is 3. As for the HOMO-LUMO gap (spin up / spin down): 6.82 / 8.89 eV. For the molar mass, the calculation gives 66.03 g/mol. The net charge is 0.

=====

Number 8 is which compound?
CH3FNO2S

=====

Repeat the second record exactly.
This record from the OMol25 dataset describes a cluster of 2 separate species, CH3ClO2S in total in a non-equilibrium geometry. The level of theory is ωB97M-V with the def2-TZVPD basis set.

Geometry as XYZ:
```
8
Properties=species:S:1:pos:R:3:forces:R:3:lowdin_charge:R:1
O -0.014 0.064 -1.382 0.32 1.67 -1.31 -0.0405
C 0.201 -1.095 -1.256 -0.57 -0.26 1.02 -0.3862
O -0.104 -1.660 -0.059 0.30 -0.08 0.13 0.0052
H 0.608 -1.692 -2.115 -0.34 -0.32 1.29 0.1557
H -0.391 -0.912 0.570 0.48 -1.29 -1.48 0.0398
S -0.886 1.524 0.827 -1.39 0.67 1.53 0.2837
Cl 0.736 0.994 1.997 -0.69 0.30 -0.12 0.0523
H -1.879 1.962 1.812 1.88 -0.69 -1.07 -0.1100
```
Positions in Å, forces in eV/Å.

Its total energy is -28537.51105 eV. The calculation puts the energy above the lowest of the compared OMol25 structures with the same formula, charge and spin at 112.6 kJ/mol. The value obtained for the HOMO energy is -9.696 eV. The multiplicity is 1. As for the HOMO-LUMO gap: 9.26 eV. For the molar mass, the calculation gives 114.55 g/mol. The net charge is 0. Its SMILES is O=CO.SCl.

=====

Number 8 is which compound?
CH3FNO2S